[1]
The following is a quantum chemistry calculation of a structure of composition C25H44BNO8P2STl, from the OMol25 dataset.

Element x y z (Å)
1 C -3.2954 4.2651 -0.5416
2 C -3.2688 3.2994 -1.7208
3 C -2.4309 2.0345 -1.5201
4 C -2.7940 1.1862 -0.2858
5 C -1.7596 1.1090 0.8723
6 O -1.1834 2.4038 0.8394
7 C -0.7734 3.1549 1.8847
8 P -2.0785 4.5652 2.3183
9 O -1.7314 4.9819 3.8090
10 O -3.4420 3.7588 2.3953
11 B -2.5958 0.6541 2.2519
12 C -2.2549 0.9091 3.7691
13 O -3.7099 -0.0652 1.9927
14 C -0.6176 -0.0311 0.4644
15 C -1.2598 -1.4361 0.3856
16 C -0.9400 -2.5528 1.3892
17 O -0.2146 -3.4294 1.0484
18 C -1.5939 -2.5964 2.7302
19 C -0.8159 -2.4415 3.8898
20 C -1.4280 -2.5306 5.1487
21 C -2.7935 -2.7935 5.2482
22 C -3.5626 -2.9885 4.0908
23 C -2.9625 -2.8927 2.8266
24 O -0.1945 0.3070 -0.8303
25 C 1.1366 0.1040 -1.3538
26 C 1.1998 0.8375 -2.6993
27 C 0.1314 0.3819 -3.6781
28 O -0.1324 1.2715 -4.7791
29 C 1.4583 -1.3770 -1.5249
30 C 2.9534 -1.6582 -1.7534
31 C 3.2776 -2.1929 -3.1457
32 C 4.7877 -2.1619 -3.4175
33 N 5.4007 -3.3008 -2.7342
34 C 6.6864 -3.0244 -2.1191
35 C 7.8209 -2.7379 -3.0697
36 O 6.8182 -3.0361 -0.9479
37 P 0.7680 0.1104 1.7274
38 S 2.1940 -1.2280 1.6859
39 H -3.8638 3.8522 0.2927
40 H -3.7803 5.1997 -0.8189
41 H -2.2760 4.5051 -0.2258
42 H -2.8613 3.8215 -2.5886
43 H -4.2851 3.0008 -1.9835
44 H -2.6463 1.4060 -2.3878
45 H -1.3661 2.2517 -1.5840
46 H -3.0776 0.1914 -0.5982
47 H -3.6805 1.6389 0.1649
48 H -0.5872 2.6361 2.8266
49 H 0.0978 3.7490 1.6064
50 H -0.8789 4.7306 4.1966
51 H -4.2102 4.2531 2.7352
52 H -3.1749 0.7901 4.3424
53 H -1.5775 0.1331 4.1462
54 H -1.8317 1.8586 4.0657
55 H -3.7001 -1.0095 2.2286
56 H -2.3452 -1.3536 0.3473
57 H -0.9477 -1.8364 -0.5761
58 H 0.2548 -2.2824 3.8115
59 H -0.8276 -2.4194 6.0411
60 H -3.2547 -2.8721 6.2229
61 H -4.6182 -3.2133 4.1663
62 H -3.5503 -3.0711 1.9300
63 H 1.9159 0.5508 -0.7284
64 H 2.2007 0.7061 -3.1141
65 H 1.0662 1.9094 -2.4984
66 H -0.8070 0.2149 -3.1591
67 H 0.4416 -0.5304 -4.1841
68 H 0.1686 2.1792 -4.6841
69 H 0.8728 -1.7860 -2.3523
70 H 1.1466 -1.9314 -0.6388
71 H 3.5239 -0.7369 -1.5902
72 H 3.3006 -2.3745 -1.0114
73 H 2.7497 -1.6385 -3.9276
74 H 2.9505 -3.2322 -3.1976
75 H 4.9826 -2.1668 -4.4931
76 H 5.2246 -1.2443 -3.0179
77 H 5.5181 -4.0782 -3.3783
78 H 7.4869 -2.2605 -3.9877
79 H 8.5299 -2.0941 -2.5548
80 H 8.3202 -3.6765 -3.3132
81 H 1.2515 1.3969 1.4805
82 H 0.1176 0.1817 2.9604
83 Tl 1.2273 3.7925 -5.6176

Properties
Spin multiplicity = 1
Total charge = +3
HOMO-LUMO gap = 1.707 eV
Lowest unoccupied orbital energy = -13.258 eV

Mulliken charges, unit e, in atom order: -0.716, -1.176, -0.316, -1.484, 0.058, -0.193, -0.662, 0.635, -0.434, -0.374, -0.248, -0.450, -0.848, 0.294, -0.258, -1.210, -0.447, 1.192, -0.619, -0.656, -0.696, -0.335, -0.561, 0.441, 0.338, -1.083, -0.292, -0.487, -0.091, -1.683, -0.440, -0.883, -0.160, 0.388, -0.977, -0.438, -0.129, -0.048, 0.257, 0.470, 0.083, 0.443, 0.407, 0.410, -0.008, 0.345, 0.984, 0.557, 0.413, 0.379, 0.398, 0.403, 0.134, 0.305, 0.405, 0.831, 0.505, 0.603, 0.478, 0.461, 0.456, 0.701, 0.216, 0.514, 0.654, 0.122, 0.460, 0.176, 0.560, -0.162, 0.371, 0.593, 0.187, 0.376, 0.394, 0.502, 0.310, 0.328, 0.336, 0.331, 0.220, 0.187, 0.950

=====

[2]
The following is a quantum chemistry calculation of a cluster of 8 separate species, C25H44Cl15FN3O4P3S in total, from the OMol25 dataset.

Element x y z (Å)
1 C 5.4478 0.3514 3.7201
2 N 4.0680 0.7462 3.1909
3 C 3.2512 1.0437 4.4288
4 C 2.0791 2.1736 4.2356
5 C 0.4703 1.8136 4.5175
6 C 0.0343 0.2695 4.9627
7 C 0.4058 -0.6743 3.6345
8 C -0.9072 -1.4552 3.0180
9 F -0.6533 -2.9212 3.1925
10 C -0.7454 2.9449 4.3412
11 P -2.6137 2.5625 4.6352
12 O -3.1685 1.7905 3.1347
13 Cl -3.7288 4.3555 4.9964
14 C -0.2917 4.4509 3.8785
15 N -1.0721 5.7134 3.5850
16 S 0.0501 7.0154 3.1173
17 N 1.6498 6.2715 3.1564
18 C 1.2703 4.8633 3.5987
19 C 2.4493 3.7042 3.7724
20 P 4.2508 4.3179 3.3578
21 P 4.2353 4.3817 1.1347
22 O 3.9268 5.8425 0.5712
23 O 2.9100 3.3664 0.5322
24 O 5.7040 3.7660 0.4289
25 H 6.0210 1.2713 4.2116
26 H 5.3963 -0.4691 4.5778
27 H 6.1025 -0.0328 2.7991
28 H 4.1209 1.5520 2.5301
29 H 2.8556 -0.0030 4.8321
30 H 4.0112 1.4696 5.2378
31 H -1.1166 0.1416 5.1364
32 H 0.5734 -0.1045 5.9339
33 H 1.2270 -1.4875 3.9237
34 H 0.8114 0.0294 2.7650
35 H -0.9496 -1.2822 1.8378
36 H -1.9356 -1.1217 3.5194
37 H -2.8141 2.3004 2.3367
38 H 5.2231 3.3650 3.8331
39 H 2.7249 2.6186 1.1741
40 H 5.6957 4.1410 -0.5218
41 Cl 0.6743 2.6397 -3.6920
42 C 2.1933 3.2789 -3.0159
43 C 2.6393 4.5546 -3.7126
44 Cl 3.1682 4.2560 -5.3873
45 H 2.9528 2.4942 -3.0857
46 H 2.0079 3.4795 -1.9563
47 H 3.4937 4.9876 -3.1838
48 H 1.8400 5.3017 -3.7369
49 Cl -1.0097 -1.6197 -7.4072
50 C -0.9328 -0.4865 -6.0349
51 C 0.2912 -0.7222 -5.1643
52 Cl 0.1929 -2.2589 -4.2686
53 H -1.8602 -0.5834 -5.4622
54 H -0.8987 0.5216 -6.4590
55 H 0.3753 0.0736 -4.4182
56 H 1.2116 -0.7323 -5.7562
57 Cl -9.5212 5.9866 5.4292
58 C -7.7507 6.1223 5.5713
59 C -7.1093 4.8176 6.0166
60 Cl -7.5075 4.4151 7.7055
61 H -7.5273 6.9390 6.2645
62 H -7.3749 6.4028 4.5827
63 H -6.0198 4.9009 5.9600
64 H -7.4197 3.9793 5.3853
65 Cl 1.2820 -5.7222 -1.0888
66 C 1.7051 -5.5775 -2.8132
67 C 2.1478 -6.9047 -3.4085
68 Cl 3.7212 -7.4380 -2.7659
69 H 2.4820 -4.8129 -2.9092
70 H 0.8094 -5.2190 -3.3293
71 H 2.2662 -6.8050 -4.4916
72 H 1.4168 -7.6964 -3.2176
73 Cl 2.4066 0.4010 1.0389
74 C 3.2371 0.2428 -0.5291
75 C 3.1122 -1.1587 -1.1055
76 Cl 4.0350 -2.3570 -0.1644
77 H 4.2837 0.5300 -0.3896
78 H 2.7733 0.9660 -1.2067
79 H 3.5135 -1.1790 -2.1231
80 H 2.0691 -1.4875 -1.1445
81 Cl -1.4412 -5.1364 -3.1974
82 C -2.4331 -6.4371 -3.9028
83 C -1.5929 -7.6267 -4.3394
84 Cl -0.5684 -7.2457 -5.7459
85 H -3.0013 -6.0160 -4.7379
86 H -3.1434 -6.7472 -3.1303
87 H -2.2453 -8.4527 -4.6380
88 H -0.9440 -7.9803 -3.5323
89 Cl -6.8934 -3.8399 -3.8293
90 C -6.0629 -3.9981 -5.3973
91 C -6.1878 -5.3996 -5.9737
92 Cl -5.2650 -6.5979 -5.0326
93 H -5.0163 -3.7109 -5.2578
94 H -6.5267 -3.2749 -6.0749
95 H -5.7865 -5.4199 -6.9913
96 H -7.2309 -5.7284 -6.0126

Properties
Spin multiplicity = 1
SMILES = CNCc1c(CCCF)c(P(O)Cl)c2nsnc2c1PP(=O)(O)O.ClCCCl.ClCCCl.ClCCCl.ClCCCl.ClCCCl.ClCCCl.ClCCCl
HOMO-LUMO gap = 6.610 eV
Lowest unoccupied orbital energy = -2.449 eV

Mulliken charges, unit e, in atom order: -0.780, 0.170, -0.814, 0.488, 0.084, -0.882, 0.810, -0.197, -0.348, -0.263, 0.283, -0.486, -0.286, 0.421, -0.425, 0.193, -0.472, 0.341, -0.020, -0.121, 0.896, -0.617, -0.289, -0.531, 0.266, 0.272, 0.266, -0.121, 0.225, 0.475, 0.403, 0.253, 0.326, -0.804, 0.181, 0.214, 0.339, 0.033, 0.218, 0.347, -0.205, -0.171, -0.410, -0.194, 0.295, 0.031, 0.257, 0.356, -0.198, -0.449, -0.129, -0.092, 0.333, 0.319, -0.105, 0.326, -0.189, -0.438, 0.036, -0.191, 0.327, 0.295, -0.171, 0.368, -0.174, 0.210, -0.317, -0.205, 0.293, -0.249, 0.314, 0.102, -0.009, -0.264, -0.514, -0.200, 0.346, -0.048, 0.363, 0.288, -0.177, -0.394, -0.414, -0.186, 0.181, 0.366, 0.355, 0.250, -0.182, -0.407, -0.471, -0.163, 0.283, 0.322, 0.290, 0.363

=====

[3]
The following is a quantum chemistry calculation of a structure of composition C25H44Cl3HoN4O3SeSi, from the OMol25 dataset.

Element x y z (Å)
1 C -1.6072 -3.4754 -0.1343
2 C -0.1786 -3.4766 -0.6014
3 H -2.2416 -4.1129 -0.7649
4 H -2.0143 -2.4508 -0.1438
5 H -1.6897 -3.8503 0.9014
6 C 0.3123 -4.2877 -1.5509
7 C -0.4603 -5.3471 -2.2616
8 H 1.3678 -4.2242 -1.8271
9 H -1.5263 -5.3420 -2.0090
10 H -0.0638 -6.3431 -2.0158
11 H -0.3666 -5.2328 -3.3510
12 Ho -0.2497 0.7430 0.3351
13 Cl 0.2598 0.0039 2.7669
14 Cl -2.7809 0.4123 0.1368
15 C 2.9115 0.7255 0.7579
16 O 2.0215 1.4444 0.2152
17 N 4.2104 0.8629 0.5112
18 C 4.7168 1.7486 -0.5362
19 C 5.2089 0.1577 1.2981
20 H 2.6212 -0.0611 1.4728
21 H 3.8919 2.2414 -1.0553
22 H 5.3174 1.1688 -1.2501
23 H 5.3842 2.4962 -0.0884
24 H 4.7106 -0.5051 2.0136
25 H 5.8383 0.8803 1.8370
26 H 5.8553 -0.4384 0.6417
27 H -1.7070 -1.7467 -2.5688
28 H 0.5722 -2.2600 -3.8395
29 C -1.6789 -0.7498 -3.0301
30 C 0.4027 -1.2602 -4.2684
31 N -0.2934 -0.4016 -3.3217
32 H -2.1324 -0.0243 -2.3494
33 C 0.3156 0.6786 -2.8265
34 O -0.1324 1.3852 -1.8865
35 H 1.3680 -0.8067 -4.5179
36 H 1.2730 0.9171 -3.3242
37 H -2.2354 -0.7973 -3.9775
38 H -0.1993 -1.3732 -5.1794
39 O 0.3428 -1.1784 -0.3649
40 C 0.7028 -2.4344 0.0564
41 C 2.9004 -2.1148 -1.1933
42 C 2.2137 -2.6395 -0.1019
43 H 2.3476 -1.5355 -1.9401
44 C 4.2797 -2.3169 -1.3074
45 H 0.4833 -2.5236 1.1354
46 C 2.9008 -3.3335 0.8953
47 H 4.8122 -1.8939 -2.1594
48 C 4.9562 -3.0678 -0.3422
49 C 4.2685 -3.5763 0.7608
50 H 2.3252 -3.6816 1.7584
51 H 6.0255 -3.2572 -0.4500
52 H 4.7839 -4.1606 1.5243
53 Si -7.3824 0.9195 0.7303
54 Cl -7.6462 -1.0233 0.0542
55 C -7.0652 1.9475 -0.8045
56 C -5.9456 0.8324 1.9225
57 C -8.9704 1.4487 1.5876
58 H -6.1853 1.5655 -1.3366
59 H -6.8876 2.9979 -0.5432
60 H -7.9291 1.8982 -1.4801
61 H -9.8183 1.4267 0.8917
62 H -8.8759 2.4693 1.9802
63 H -9.2006 0.7791 2.4254
64 H -5.0400 0.4733 1.4139
65 H -6.1841 0.1465 2.7459
66 H -5.7301 1.8224 2.3431
67 C 1.9424 4.6765 -0.0841
68 N 1.8352 4.3119 1.3089
69 C 2.8662 4.3884 2.2258
70 C 2.3816 3.9134 3.4048
71 N 1.0660 3.5598 3.1919
72 C 0.1899 3.0046 4.1933
73 C 0.7004 3.8287 1.9015
74 Se -0.9394 3.5758 1.1251
75 H 2.0608 5.7643 -0.1792
76 H 1.0253 4.3606 -0.5889
77 H 2.8094 4.1753 -0.5326
78 H 3.8348 4.7738 1.9535
79 H 2.8495 3.8000 4.3704
80 H 0.6227 2.0779 4.5854
81 H 0.0336 3.7296 5.0029
82 H -0.7617 2.7710 3.7110

Properties
Spin multiplicity = 5
HOMO-LUMO gap (spin up / spin down) = 8.189 / 8.212 eV
Lowest unoccupied orbital energy (spin up / spin down) = 0.163 / 0.163 eV
<S²> = 6.004

Mulliken charges, unit e, in atom order: -1.388, 0.411, 0.389, 0.088, 0.324, 0.140, -1.466, 0.382, 0.350, 0.301, 0.292, 0.509, -0.565, -0.515, -0.072, -0.231, 0.648, -0.909, -1.106, 0.284, 0.156, 0.316, 0.313, 0.295, 0.348, 0.383, 0.119, 0.148, -0.705, -0.791, 0.351, 0.164, 0.126, -0.607, 0.295, 0.282, 0.388, 0.351, 0.040, -0.211, 0.305, -0.031, 0.077, -0.641, 0.466, -0.208, 0.420, -0.575, -0.725, 0.440, 0.405, 0.378, 0.509, -0.344, -0.877, -0.512, -0.927, 0.243, 0.312, 0.269, 0.262, 0.324, 0.254, -0.073, 0.284, 0.291, -0.775, 0.386, -0.552, -0.592, 0.386, -0.941, -0.245, -0.347, 0.347, 0.225, 0.216, 0.493, 0.480, 0.360, 0.323, 0.282